[1]
Density functional theory data (ωB97M-V/def2-TZVPD) for a 3-piece molecular cluster, C3H6BrIO overall in a non-equilibrium geometry.

Positions of all 12 atoms, in Å:
C -0.81243 -0.23685 -0.52830
C -0.22978 1.62438 1.11632
C 0.27681 -0.86440 -0.01207
O 1.51893 -0.77126 -0.59727
Br -0.53485 -3.52585 -1.50639
I 1.75134 2.24516 0.77570
H -0.81491 0.30829 -1.43946
H -1.74221 -0.24969 0.01905
H -0.88177 2.43887 0.79775
H -0.39570 0.87342 1.90641
H 0.55921 -1.23411 1.01822
H 1.30536 -0.60795 -1.54997

Forces on atoms 1 to 3 (eV/Å):
-0.911 1.424 2.150
1.272 -1.070 -1.209
4.361 -0.572 0.787

Lowest unoccupied orbital energy (spin up / spin down), Eh: -0.10732 / -0.10732
E_tot, hartree: -3064.6750
Energy relative to the best compared isomer or geometry (same formula, charge and spin), kJ/mol: 419.5
Total charge: 0
Largest force on an atom, hartree/bohr: 0.087
HOMO (spin up / spin down), eV: -7.61 / -7.61



[2]
Density functional theory data (ωB97M-V/def2-TZVPD) for C3H6BrMgO3 as an isolated structure in a non-equilibrium geometry.

Positions of all 14 atoms, in Å:
Mg -4.71049 -0.57891 -0.94490
Br -3.37307 -0.43048 0.26254
C -1.19328 -0.80650 1.17106
O 0.14330 -0.80480 0.74701
C 0.58173 0.15921 0.01186
O -0.13787 0.92222 -0.69887
O 1.87906 0.04846 -0.05432
C 2.68811 0.83719 -0.89989
H -1.37595 -1.57732 1.91976
H -1.88926 -1.01172 0.35769
H -1.52921 0.09946 1.67555
H 3.00523 0.39314 -1.84349
H 3.71027 0.97224 -0.54625
H 2.20143 1.77780 -1.15775

Forces on atoms 1 to 3 (eV/Å):
-11.826 -1.206 -10.672
3.907 3.402 8.874
1.755 -0.595 0.944

Lowest unoccupied orbital energy, Eh: -0.24668
E_tot, hartree: -3117.2640
Energy relative to the best compared isomer or geometry (same formula, charge and spin), kJ/mol: 556.0
Total charge: +1
Largest force on an atom, hartree/bohr: 0.311
HOMO, eV: -13.19



[3]
Density functional theory data (ωB97M-V/def2-TZVPD) for C3H6BrP in the gas phase in a non-equilibrium geometry.

Positions of all 11 atoms, in Å:
C -1.36431 1.08046 -0.46826
C -0.95807 0.12777 0.62497
C 0.58838 -0.19211 0.55147
P 1.10574 -1.27712 -0.76186
Br 3.18362 -0.64243 -1.07276
H -1.39888 0.69972 -1.47767
H -1.17386 2.13482 -0.34593
H -1.15648 0.55288 1.60738
H -1.50701 -0.81215 0.52871
H 1.22787 0.66967 0.72149
H 1.45300 -2.34152 0.09246

Forces on atoms 1 to 3 (eV/Å):
1.217 -0.678 0.462
0.556 -0.365 0.177
-1.704 1.453 -0.938

Lowest unoccupied orbital energy (spin up / spin down), Eh: -0.01812 / -0.00211
E_tot, hartree: -3033.1525
Energy relative to the best compared isomer or geometry (same formula, charge and spin), kJ/mol: 220.8
Total charge: 0
Largest force on an atom, hartree/bohr: 0.047
HOMO (spin up / spin down), eV: -8.59 / -8.34



[4]
Density functional theory data (ωB97M-V/def2-TZVPD) for C3H6CdMgO4S as an isolated structure in a non-equilibrium geometry.

Positions of all 16 atoms, in Å:
Cd -1.75558 0.34006 0.24248
S -1.40188 2.68995 -1.51059
O 0.04833 2.96305 -0.76876
O -2.40935 2.06854 -0.39751
O -0.93395 -0.72835 -1.16455
C -0.02892 -1.69642 -0.75307
C 1.03898 -1.30648 0.27409
O 1.09281 0.09568 0.52790
C 0.01128 0.56347 1.46233
Mg 0.93380 1.29715 -1.05538
H 0.53423 -1.95460 -1.67463
H -0.56946 -2.56616 -0.32731
H 2.03466 -1.54668 -0.12902
H 0.88187 -1.83137 1.22829
H 0.33282 1.60420 1.64868
H 0.19035 0.00796 2.39706

Forces on atoms 1 to 3 (eV/Å):
-1.070 0.015 2.854
-0.263 -0.479 0.112
0.736 -0.476 0.123

Lowest unoccupied orbital energy, Eh: -0.06607
E_tot, hartree: -1184.7677
Energy relative to the best compared isomer or geometry (same formula, charge and spin), kJ/mol: 13.9
Total charge: 0
Largest force on an atom, hartree/bohr: 0.062
HOMO, eV: -6.39



[5]
Density functional theory data (ωB97M-V/def2-TZVPD) for an isolated ion of composition C3H6Cl2N3 and charge +1 in a non-equilibrium geometry.

Positions of all 14 atoms, in Å:
N -0.35191 0.50232 -0.57220
C 1.04331 0.72054 -0.85294
C 1.83147 -0.28880 -0.09330
Cl 3.49813 -0.15005 0.01209
N 1.21639 -1.28345 0.40451
C -0.08019 -1.54601 0.27234
N -0.85564 -1.65695 1.33644
Cl -0.60036 -2.36911 -1.15026
H -0.71072 1.15930 0.11275
H -0.94950 0.49710 -1.38820
H 1.40881 1.73847 -0.72112
H 1.37719 0.30436 -1.79633
H -0.52868 -1.34609 2.24034
H -1.76071 -2.09702 1.28004

Forces on atoms 1 to 3 (eV/Å):
-0.049 0.335 -0.182
0.329 -0.034 0.100
-0.794 -0.758 1.436

Lowest unoccupied orbital energy, Eh: -0.15106
E_tot, hartree: -1202.3071
SMILES: NCC(Cl)=[N+]=C(N)Cl
Energy relative to the best compared isomer or geometry (same formula, charge and spin), kJ/mol: 0.0
Total charge: +1
Largest force on an atom, hartree/bohr: 0.035
HOMO, eV: -14.88



[6]
Density functional theory data (ωB97M-V/def2-TZVPD) for C3H6Cl2O in the gas phase in a non-equilibrium geometry.

Positions of all 12 atoms, in Å:
C -2.27902 -0.21232 -0.57400
O -1.27025 -1.03463 -0.07898
C -0.57035 -0.63142 1.04217
C 0.62231 0.15767 0.63986
Cl 0.22338 1.69962 -0.10084
Cl 1.61426 -0.89400 -0.41263
H -3.00092 -0.02374 0.24558
H -1.83606 0.75067 -0.90861
H -2.68324 -0.82068 -1.42650
H -1.19737 -0.10364 1.72517
H -0.21772 -1.55898 1.54047
H 1.21983 0.45425 1.53657

Forces on atoms 1 to 3 (eV/Å):
-0.226 0.297 -0.461
0.297 -1.391 -0.168
-0.043 -1.184 -0.179

Lowest unoccupied orbital energy, Eh: 0.02966
E_tot, hartree: -1113.4968
SMILES: COCC(Cl)Cl
Energy relative to the best compared isomer or geometry (same formula, charge and spin), kJ/mol: 88.7
Total charge: 0
Largest force on an atom, hartree/bohr: 0.039
HOMO, eV: -9.91